DFT (the ωB97M-V functional and the def2-TZVPD basis) results for a molecular structure, C10H18BeBrF3O7PS at a distorted geometry.

```
42
Properties=species:S:1:pos:R:3:forces:R:3
C 3.22176 -1.43625 0.41096 -0.6 0.1 -0.5
C 3.57478 -0.17464 -0.32227 0.3 -0.1 1.0
O 2.50397 0.17200 -1.24606 -0.6 0.1 0.3
C 2.26267 1.41084 -1.46438 3.2 -0.3 -2.4
P 0.76395 1.94811 -0.06790 -3.1 1.8 2.2
O 0.80000 0.51515 0.81700 0.3 0.1 -0.7
C -0.41282 -0.20104 0.74639 1.0 0.1 -0.1
S -1.30297 0.45102 2.18271 -1.1 -0.2 0.3
O -2.27382 -0.46293 2.68167 0.0 -0.5 0.1
O -1.72957 1.77845 1.86788 0.6 0.6 -0.2
C 0.00009 0.57241 3.51528 -0.3 0.0 -0.3
F 0.89296 1.51171 3.24849 0.2 0.1 0.2
F 0.59144 -0.60556 3.64812 0.2 0.0 0.0
F -0.66813 0.88971 4.60157 0.1 0.0 0.2
C -1.05233 0.11948 -0.62084 -0.6 -0.4 -0.3
C -2.57276 0.06322 -0.61412 0.0 0.4 0.1
C -3.14105 -1.24158 -0.05546 0.0 -0.1 -0.5
O -4.43461 -1.07223 0.43248 -0.3 0.0 0.0
C -0.53824 -0.87373 -1.68747 0.6 -0.2 0.4
C -0.46754 -0.24409 -3.04098 0.4 -0.5 0.1
O -1.27094 0.44371 -3.52486 -0.9 0.9 -0.6
Br 1.12395 -0.72988 -4.07161 0.2 -0.1 -0.1
O -0.56394 1.40474 -0.92865 0.6 0.0 -0.2
H 4.10612 -1.91001 0.80352 0.2 -0.1 0.2
H 2.72993 -2.10746 -0.28245 0.1 -0.4 -0.2
H 2.50726 -1.22489 1.19050 0.0 0.0 0.4
H 4.49606 -0.27137 -0.88041 0.0 0.0 -0.5
H 3.67968 0.64248 0.38280 0.1 0.4 0.0
H 3.10626 2.06305 -1.28457 -0.1 0.5 0.5
H 1.78444 1.60349 -2.41714 -1.0 -0.1 0.2
H 0.74857 3.11925 -0.91442 0.0 -0.5 -0.5
H 1.91331 2.42959 0.67265 0.3 -1.0 -0.1
H 0.00717 2.79512 0.84636 0.6 0.1 -0.1
H -0.15908 -1.25064 0.80869 -0.3 -0.3 0.5
H -2.98488 0.89598 -0.06269 0.0 0.2 0.3
H -2.91057 0.18945 -1.63402 -0.1 0.1 -0.3
H -2.51476 -1.70124 0.70022 0.3 -0.2 0.1
H -3.20887 -1.98145 -0.88869 0.1 0.8 0.6
H -4.38030 -0.87876 1.37270 -0.1 0.1 0.1
H -1.20703 -1.72038 -1.80862 -0.3 -0.2 0.1
H 0.42268 -1.29939 -1.43689 0.3 0.0 0.1
Be -3.44286 -3.63147 -1.67548 -0.2 -0.9 -0.5
```
Forces are in eV/Å.

Calculated values
* strongest force on any atom: 0.0816 Eh/bohr
* Kohn-Sham gap: 2.517 eV
* energy: -123699.333 eV
* charge: +1

Mulliken population analysis, charges in e, atoms 1 to 6:
1. C -0.978
2. C -0.181
3. O -0.031
4. C -0.558
5. P -0.437
6. O -0.618